Entry 1:
Entry from OMol25: 2 unconnected molecules or ions with the total composition C33H34F12N5O at a distorted geometry (the ωB97M-V functional and the def2-TZVPD basis).

Properties
total charge = +1
DFT total energy = -2825.14152 a.u.
relative energy (zero: lowest compared OMol25 entry of this formula, charge and spin) = 4.0 kcal/mol
HOMO = -10.88 eV
frontier orbital gap = 5.947 eV

Each line ends with the Mulliken charge.
Positions of all 85 atoms, in Å:
O -2.999 1.410 1.623  -0.66
C -3.065 2.548 2.095  0.61
N -2.113 3.068 2.925  -0.16
C -0.885 2.342 3.162  -1.37
C 0.185 2.656 2.086  0.49
C 0.945 3.997 2.276  -0.76
C 2.437 3.624 2.265  -0.72
C 2.462 2.121 2.582  -0.22
N 1.203 1.623 2.052  -0.25
N -4.083 3.466 1.854  -0.16
C -5.102 3.242 0.937  0.59
C -5.690 4.337 0.276  -0.95
C -6.614 4.098 -0.734  0.10
C -7.210 5.238 -1.518  0.87
F -8.555 5.058 -1.705  -0.26
F -7.042 6.447 -0.911  -0.27
F -6.644 5.328 -2.766  -0.25
C -6.998 2.803 -1.076  -1.23
C -6.444 1.729 -0.381  0.15
C -6.876 0.327 -0.728  0.79
F -6.261 -0.621 0.039  -0.27
F -8.227 0.166 -0.561  -0.25
F -6.596 0.029 -2.037  -0.26
C -5.505 1.938 0.618  -0.47
H -2.281 3.969 3.353  0.24
H -0.501 2.628 4.152  0.49
H -1.137 1.270 3.177  0.42
H -0.337 2.673 1.110  -0.03
H 0.682 4.664 1.450  0.31
H 0.660 4.487 3.216  0.31
H 2.830 3.793 1.255  0.28
H 3.035 4.198 2.977  0.40
H 3.305 1.597 2.126  -0.09
H 2.512 1.964 3.674  0.38
H 0.900 0.729 2.424  0.30
H -3.894 4.424 2.130  0.27
H -5.385 5.351 0.530  0.43
H -7.723 2.634 -1.863  0.46
H -5.041 1.094 1.110  0.73
C -2.125 -3.843 -3.356  -1.09
N -1.707 -2.482 -3.595  0.32
C -2.324 -1.787 -4.710  -0.95
C -1.546 -2.102 -5.959  0.97
F -2.018 -1.503 -7.085  -0.25
F -0.229 -1.731 -5.801  -0.26
F -1.536 -3.462 -6.175  -0.27
C -0.758 -1.915 -2.797  0.95
C -0.863 -0.578 -2.310  -0.72
C 0.005 -0.144 -1.331  -1.03
C 1.123 -0.938 -0.924  0.31
C 1.982 -0.488 0.100  0.23
C 3.143 -1.198 0.523  1.28
C 4.313 -0.467 0.872  -1.27
C 5.503 -1.108 1.146  -0.46
C 5.596 -2.519 1.042  -0.52
N 6.775 -3.188 1.372  0.38
C 7.979 -2.961 0.605  -1.02
C 6.967 -3.743 2.714  -0.85
C 6.417 -5.136 2.806  0.84
F 6.749 -5.767 3.969  -0.27
F 5.045 -5.118 2.726  -0.25
F 6.864 -5.911 1.766  -0.27
C 4.448 -3.256 0.658  0.12
C 3.232 -2.625 0.543  -1.48
C 1.345 -2.157 -1.646  -0.93
C 0.363 -2.705 -2.431  -0.56
H -2.070 -4.053 -2.277  0.38
H -3.162 -3.957 -3.686  0.34
H -1.489 -4.565 -3.889  0.36
H -3.331 -2.192 -4.849  0.39
H -2.312 -0.702 -4.571  0.27
H -1.691 0.048 -2.654  0.39
H -0.127 0.829 -0.854  0.24
H 1.836 0.525 0.462  0.16
H 4.267 0.623 0.864  0.67
H 6.382 -0.542 1.464  0.53
H 7.880 -2.059 -0.015  0.38
H 8.831 -2.855 1.285  0.34
H 8.176 -3.819 -0.060  0.27
H 8.041 -3.807 2.918  0.44
H 6.430 -3.138 3.461  0.33
H 4.568 -4.327 0.475  0.51
H 2.331 -3.220 0.415  0.84
H 2.289 -2.689 -1.568  0.78
H 0.460 -3.719 -2.837  0.39


Entry 2:
Entry from OMol25: a molecular structure, C33H34F6N11O4RuS5 (the ωB97M-V functional and the def2-TZVPD basis).

Properties
multiplicity = 6
total charge = 0
DFT total energy = -4866.14521 a.u.
relative energy (zero: lowest compared OMol25 entry of this formula, charge and spin) = 9.0 kcal/mol
HOMO (spin up / spin down) = -6.99 / -7.92 eV
<S²> = 8.81
frontier orbital gap (spin up / spin down) = 6.011 / 6.047 eV

Each line ends with the Löwdin spin population.
Positions of all 94 atoms, in Å:
Ru -0.070 0.261 0.686  2.26
N 2.510 -2.881 -0.864  0.00
C 1.577 -2.098 -0.287  0.01
S 2.100 -0.523 0.245  0.12
N 0.381 -2.587 -0.092  0.00
N -0.473 -1.730 0.503  0.00
C -1.471 -2.202 1.207  0.10
C -1.705 -3.645 1.443  0.01
C -2.007 -4.087 2.733  0.01
C -2.230 -5.432 2.986  0.00
C -2.148 -6.354 1.953  0.01
C -1.845 -5.925 0.668  0.00
C -1.626 -4.581 0.409  0.01
C -2.312 -1.178 1.835  0.01
C -3.577 -1.432 2.349  0.01
C -4.319 -0.392 2.877  0.01
C -3.789 0.889 2.877  0.02
C -2.531 1.079 2.346  0.02
N -1.810 0.074 1.847  0.05
H 3.336 -2.414 -1.200  0.00
H 2.191 -3.688 -1.372  0.00
H -2.033 -3.376 3.550  0.00
H -2.471 -5.758 3.989  0.00
H -2.309 -7.406 2.152  0.00
H -1.785 -6.644 -0.140  0.00
H -1.397 -4.252 -0.592  0.00
H -3.972 -2.435 2.297  0.00
H -5.308 -0.571 3.277  0.00
H -4.341 1.730 3.272  0.00
H -2.072 2.058 2.309  0.00
S -0.513 2.538 -0.164  0.36
C 0.526 3.328 0.961  0.16
N 0.616 4.678 0.807  0.43
N 1.632 5.320 1.342  0.30
C 2.991 4.984 1.397  0.01
C 3.820 5.778 2.191  0.05
C 5.172 5.506 2.278  0.00
C 5.719 4.446 1.563  0.05
C 4.897 3.675 0.752  0.00
C 3.540 3.937 0.657  0.05
N 1.127 2.711 1.973  0.21
N 0.868 1.426 2.146  0.41
C 1.632 0.792 3.138  0.02
C 2.805 1.368 3.637  0.06
C 3.556 0.693 4.583  -0.01
C 3.151 -0.549 5.056  0.06
C 1.976 -1.114 4.576  -0.01
C 1.217 -0.449 3.631  0.06
H 1.393 6.263 1.601  0.00
H 3.393 6.608 2.748  0.00
H 5.802 6.122 2.907  0.00
H 6.780 4.237 1.623  0.00
H 5.313 2.858 0.173  0.00
H 2.924 3.353 -0.013  0.00
H 3.118 2.326 3.244  0.00
H 4.475 1.135 4.950  0.00
H 3.750 -1.080 5.786  0.00
H 1.648 -2.080 4.939  0.00
H 0.293 -0.885 3.275  0.01
C -4.612 1.265 -5.244  0.00
C -3.194 1.472 -4.711  0.00
N -3.141 1.433 -3.255  0.01
C -3.105 0.328 -2.504  0.01
S -3.040 0.474 -0.812  0.05
N -3.197 -0.862 -3.120  0.01
C -2.996 -2.141 -2.441  0.00
C -4.283 -2.707 -1.851  0.00
H -4.604 1.252 -6.336  0.00
H -5.267 2.071 -4.911  0.00
H -5.030 0.321 -4.890  0.00
H -2.810 2.443 -5.017  0.00
H -2.507 0.731 -5.124  0.00
H -2.955 2.287 -2.760  0.00
H -3.138 -0.871 -4.124  0.00
H -2.262 -1.987 -1.653  0.00
H -2.579 -2.828 -3.178  0.00
H -4.681 -2.014 -1.109  0.00
H -4.076 -3.662 -1.361  0.00
H -5.032 -2.861 -2.630  0.00
F -0.484 -1.659 -4.752  0.00
C 0.722 -1.483 -4.187  0.00
F 0.966 -2.549 -3.414  0.00
F 1.625 -1.448 -5.159  0.00
S 0.708 0.083 -3.194  0.00
O -0.054 -0.303 -2.008  0.04
O 0.102 1.068 -4.043  0.00
N 2.262 0.205 -3.006  0.00
S 2.952 1.616 -2.683  0.00
O 2.651 2.124 -1.374  0.00
O 2.975 2.545 -3.771  0.00
C 4.668 0.935 -2.606  0.00
F 4.979 0.385 -3.785  0.00
F 5.530 1.912 -2.347  0.00
F 4.791 -0.002 -1.656  0.00


Entry 3:
Entry from OMol25: 5 unconnected molecules or ions with the total composition C33H34FN7O13PS at a distorted geometry (the ωB97M-V functional and the def2-TZVPD basis).

Properties
total charge = +1
DFT total energy = -3478.10387 a.u.
HOMO = -11.60 eV
frontier orbital gap = 7.358 eV

Each line ends with the Mulliken charge.
Positions of all 90 atoms, in Å:
N -0.093 -1.086 6.334  -0.90
P 0.368 -0.793 4.910  0.90
O 1.911 -0.433 4.796  -0.47
O 0.191 -2.006 3.902  -0.49
C -0.700 0.582 4.268  0.09
C -1.903 0.231 3.725  1.23
F -2.271 -1.035 3.691  -0.36
C -2.784 1.165 3.240  0.57
C -4.082 0.712 2.660  -0.10
O -4.093 -0.079 1.777  -0.42
O -5.186 1.240 3.231  -0.21
N -6.029 0.151 3.696  -0.53
C -2.405 2.488 3.293  -0.39
C -1.185 2.829 3.849  -0.23
S -0.750 4.549 3.873  -0.10
N -0.363 1.883 4.337  -0.05
C 0.918 2.290 4.971  -1.49
C 2.104 2.381 3.997  -0.34
C 1.804 1.990 2.552  0.50
O 2.962 2.157 1.762  -0.59
H 0.637 -1.009 7.028  0.29
H 2.352 -1.067 4.212  0.37
H 0.126 -1.588 3.027  0.25
H -6.787 0.618 4.176  0.28
H -5.491 -0.339 4.405  0.24
H -3.039 3.262 2.905  0.65
H -1.043 4.833 5.156  0.27
H 1.104 1.570 5.754  0.69
H 0.781 3.239 5.463  0.68
H 2.519 3.380 3.990  0.27
H 2.885 1.710 4.329  0.36
H 1.481 0.949 2.511  -0.02
H 1.050 2.625 2.113  -0.21
H 3.542 1.411 1.933  0.39
C -1.373 7.891 -1.776  -0.49
C -1.681 7.632 -0.448  -0.63
C -1.273 6.448 0.140  -0.06
C -0.555 5.540 -0.618  0.16
C -0.244 5.779 -1.945  -0.47
C -0.659 6.964 -2.524  -0.48
N -0.094 4.297 0.001  0.86
O -0.386 4.092 1.177  -0.51
O 0.568 3.537 -0.662  -0.58
H -1.692 8.818 -2.231  0.42
H -2.240 8.353 0.130  0.40
H -1.511 6.244 1.173  0.36
H 0.315 5.057 -2.522  0.49
H -0.424 7.168 -3.558  0.41
C -5.297 0.344 -2.021  -0.75
C -5.129 1.070 -3.193  -0.37
C -5.178 2.455 -3.167  -0.43
C -5.389 3.091 -1.959  0.12
C -5.560 2.385 -0.784  -0.40
C -5.514 1.002 -0.817  -0.34
N -5.432 4.559 -1.915  1.07
O -5.308 5.161 -2.960  -0.61
O -5.598 5.084 -0.830  -0.62
H -5.257 -0.737 -2.044  0.42
H -4.962 0.557 -4.130  0.39
H -5.053 3.023 -4.077  0.48
H -5.732 2.901 0.150  0.51
H -5.650 0.442 0.094  0.52
C 2.887 -4.932 -1.673  -0.38
C 1.859 -4.175 -2.221  -0.53
C 1.316 -3.122 -1.508  -0.32
C 1.818 -2.841 -0.249  0.21
C 2.838 -3.587 0.317  -0.12
C 3.372 -4.640 -0.404  -0.86
N 1.261 -1.716 0.497  1.07
O 0.357 -1.083 0.005  -0.61
O 1.738 -1.457 1.601  -0.61
H 3.309 -5.747 -2.231  0.49
H 1.486 -4.406 -3.209  0.41
H 0.517 -2.531 -1.932  0.48
H 3.215 -3.357 1.301  0.41
H 4.171 -5.232 0.020  0.38
C 6.284 -9.231 -6.769  -0.42
C 5.245 -8.481 -7.305  -0.44
C 4.699 -7.434 -6.582  -0.33
C 5.209 -7.154 -5.328  0.18
C 6.238 -7.892 -4.774  -0.31
C 6.776 -8.939 -5.504  -0.48
N 4.647 -6.031 -4.566  1.04
O 3.730 -5.408 -5.061  -0.60
O 5.129 -5.782 -3.476  -0.62
H 6.711 -10.044 -7.339  0.38
H 4.862 -8.711 -8.290  0.38
H 3.892 -6.849 -6.996  0.44
H 6.620 -7.660 -3.792  0.44
H 7.583 -9.525 -5.087  0.37